No. 1
C13H14ClN3O4S in the gas phase. Source: the OMol25 dataset; level of theory: wB97M-V/def2-TZVPD.

Geometry as XYZ:
```
36
Properties=species:S:1:pos:R:3:forces:R:3
H -0.2347 -1.5172 -1.2704 -0.10 0.03 -0.04
H 3.5920 -2.3025 2.1552 0.03 -0.02 -0.04
H 4.5383 -2.5547 0.6795 -0.04 -0.01 0.06
C 2.6484 1.9085 -0.2926 0.21 0.26 0.14
C -4.5655 -0.7307 -0.1965 0.15 -0.15 0.08
O 1.1929 -3.3546 -0.0617 -0.13 -0.11 -0.02
H 2.5331 2.3719 -1.2717 0.00 0.01 0.01
H -0.7028 0.5912 -1.9469 0.25 -0.04 -0.08
H 3.1141 -3.5897 1.0101 0.06 0.12 0.02
H -3.4137 2.4595 -0.1078 -0.09 0.15 -0.07
H 0.6717 1.6310 -2.3429 -0.12 0.01 0.09
O 0.0862 0.8341 1.5240 -0.34 -0.14 -0.01
C 0.6888 -1.1820 -0.8300 -0.11 0.35 -0.21
N 2.6653 -1.6796 0.3871 0.03 -0.23 0.15
H 0.1335 3.0044 -0.5838 0.01 0.19 0.15
C -2.3416 0.7286 0.4968 0.47 0.18 0.11
C 1.4858 -2.1813 -0.1622 -0.02 0.16 -0.12
O -1.2429 2.9062 1.5489 -0.24 0.11 -0.08
C -2.3171 -0.6395 0.6693 0.01 -0.22 0.08
S -0.8897 1.6818 0.9005 0.16 0.40 -0.43
H 2.0746 2.4531 0.4601 0.09 0.03 -0.02
N -0.3939 2.1477 -0.6400 -0.34 -0.05 0.79
N 2.2412 0.5203 -0.3302 0.17 -0.06 0.06
C 0.1479 1.1339 -1.5220 -0.06 -0.43 -0.13
C 3.5365 -2.5920 1.1061 0.21 -0.24 0.11
C 1.0516 0.1188 -0.8603 -0.14 -0.85 -0.41
H -5.4332 -1.3122 -0.4655 -0.07 -0.07 -0.02
C -3.4459 1.3873 -0.0064 -0.18 0.10 -0.05
H -1.4359 -1.1100 1.0753 0.05 -0.15 0.03
C -4.5650 0.6462 -0.3519 0.14 0.12 0.05
H -5.4413 1.1391 -0.7433 -0.07 0.05 -0.03
C -3.4432 -1.3712 0.3145 -0.01 0.41 -0.04
C 3.0765 -0.3749 0.3382 -0.05 0.23 -0.29
H 3.6996 1.9235 -0.0040 -0.19 0.09 -0.11
Cl -3.4393 -3.0802 0.5058 0.00 -0.23 0.03
O 4.1275 -0.0148 0.8189 0.24 0.01 0.26
```
Forces are in eV/Å.

**HOMO energy**: -9.0 eV
**Net charge**: 0
**ΔE to the lowest compared entry with this formula, charge and spin**: 0.0 kcal per mole

***

No. 2
C4H8N2S in the gas phase at a distorted geometry. Source: the OMol25 dataset; level of theory: wB97M-V/def2-TZVPD.

Geometry as XYZ:
```
15
Properties=species:S:1:pos:R:3:forces:R:3
N -0.0506 1.9997 0.1645 1.47 0.82 0.44
S -2.4440 -1.1913 0.0860 -0.11 0.65 -0.76
C -0.4132 0.8219 -0.0790 -1.62 -0.69 0.05
C -1.8753 0.5297 -0.2958 -0.89 -0.70 -1.09
H -2.2979 -1.1505 1.3990 0.13 0.14 0.49
H 2.1503 -2.2232 -0.4428 0.11 0.05 -0.05
H -2.0361 0.6545 -1.3853 0.02 -0.47 0.31
H 3.5450 -1.2154 0.2994 0.14 -0.23 -0.14
C 1.7463 -0.2373 0.1219 -0.09 1.38 0.23
H 0.0980 -1.1534 -0.5470 -0.88 -0.22 -0.08
N 0.4129 -0.2675 -0.2207 0.28 1.03 0.14
H -0.8039 2.6673 0.3194 0.04 -0.47 -0.17
C 2.5279 -1.2862 -0.0497 0.63 0.02 0.44
H 2.0049 0.7627 0.5344 0.28 -1.02 -0.29
H -2.5642 1.2889 0.0956 0.51 -0.28 0.47
```
Forces are in eV/Å.

**HOMO energy**: -8.4 eV
**Net charge**: 0
**ΔE to the lowest compared entry with this formula, charge and spin**: 32.7 kcal per mole

***

No. 3
C29H48AgNO20PbS as an isolated structure at a distorted geometry. Source: the OMol25 dataset; level of theory: wB97M-V/def2-TZVPD.

Geometry as XYZ:
```
101
Properties=species:S:1:pos:R:3:forces:R:3
H -2.5190 -1.7846 6.6075 -0.08 0.30 -0.11
H -0.6290 -2.5133 0.9619 -0.45 -0.15 0.17
H 0.2480 4.7857 -1.1353 0.46 0.31 0.07
H 1.2382 -4.0938 6.0320 0.59 0.34 -0.57
H -3.9547 -0.3092 -3.8919 -0.59 0.18 -0.09
H -2.0673 5.8638 -1.7237 -0.10 0.20 -0.23
H 6.3305 -2.9855 -1.7427 -0.16 -0.11 -0.25
H 0.5246 -3.7604 1.2645 -0.18 -0.45 0.80
Ag 0.6391 0.4011 2.0596 1.25 -0.21 1.72
H 4.8688 -3.9080 -1.2214 0.47 -0.19 0.50
C 3.8448 0.9890 -2.9438 0.75 0.68 0.20
C 0.7163 6.2345 1.3035 0.14 2.37 1.97
H 0.8350 -2.1039 1.6580 0.34 -0.21 0.21
H -1.2408 -1.2141 -2.9915 0.05 0.00 0.09
O 4.1939 -2.0688 0.6131 -2.23 -1.14 1.31
C -1.1745 5.6868 0.1984 -0.26 0.99 -1.16
C -3.3475 3.0289 -2.9965 -0.02 -0.99 0.67
C -0.0839 4.6800 -0.0980 -0.51 0.16 -1.42
H 0.4832 -4.7199 3.6537 0.01 0.02 -0.25
C -0.9074 -1.4718 5.1773 0.45 2.24 0.78
H 1.1417 -1.8412 -1.8896 -0.33 0.17 0.01
O 2.8431 0.1007 -2.9684 0.39 -1.41 0.32
C 3.8544 -0.8370 0.9941 -0.86 -0.66 0.02
Pb -3.4456 0.1887 1.2259 2.86 0.22 -0.50
O 0.9468 5.0281 0.8084 0.85 -1.34 -0.29
C 0.0693 -2.8826 1.7196 0.21 2.14 -1.27
C -1.5455 -2.2282 -2.7371 -0.59 -0.46 0.65
O -1.0634 1.3960 0.9592 -4.00 1.68 1.65
H -2.5823 -2.8429 5.1892 0.15 -0.23 0.52
H -2.0252 5.1415 0.6112 -0.14 0.58 0.55
C 5.3454 -2.9299 -1.2824 -0.21 0.60 0.40
H 0.1757 0.4610 5.3360 0.31 -0.29 0.25
C 1.3877 3.1877 -3.7908 -0.75 -0.67 1.29
C -3.9678 1.6134 -2.8732 0.22 0.33 -2.17
O 3.3502 2.2326 -2.8214 0.28 -0.47 0.12
H -0.4820 3.6655 -0.1032 0.62 -0.15 1.03
S -0.8406 0.7441 -0.3605 4.20 2.09 -0.37
H 6.8017 -0.4214 0.1299 -0.27 0.31 0.59
C -0.7669 0.0094 5.6529 0.32 -0.17 -1.17
H -1.9343 -4.3597 3.9543 -0.28 0.01 -0.07
H 6.1647 -2.6584 0.7604 -0.25 -0.26 0.03
C 5.4738 -2.1923 0.0549 0.35 0.93 -0.48
C 5.7633 -0.6809 -0.0660 1.57 -0.47 -2.79
H 1.1601 -1.7403 5.8262 -0.15 0.37 -0.23
H 1.6834 -3.3375 -2.5191 0.38 0.17 -0.63
H 1.0452 -2.0405 -3.6573 0.16 -0.24 -0.04
C -1.7203 -3.7665 -4.3942 -1.20 -0.56 -0.75
H 1.8291 4.1818 -3.7653 0.00 -0.07 0.50
H 0.7820 0.3629 -2.6591 0.38 -0.47 -0.01
O -2.3800 -2.7491 -3.7695 0.36 0.10 0.09
H -3.7619 1.0615 -5.0239 -0.47 0.32 0.25
O -0.5534 6.6127 1.0908 -0.72 -0.70 0.00
H -3.0280 -1.2602 4.9116 -0.03 0.59 0.55
H 5.5540 -0.3884 -1.0985 0.32 0.01 -0.05
C 1.8997 2.1652 -2.7432 1.28 1.37 -1.80
O -5.3587 1.8762 -3.0346 -0.04 -0.13 0.86
H -2.6164 3.1453 -2.1968 0.16 0.36 -0.24
H -1.7602 -4.5333 2.2118 0.54 0.06 0.01
C 0.9521 -2.5480 -2.7001 0.07 -0.86 1.18
H 1.5754 -3.3949 3.7762 -0.20 0.56 -0.70
H -2.0702 -2.2818 -1.7844 -0.45 0.65 -0.24
H -3.7433 1.1275 -1.9216 -0.18 0.12 0.19
H 1.5245 2.8095 -4.8025 0.00 -0.16 0.09
N -0.6873 -1.5545 3.6950 -2.96 -0.08 -1.71
C 1.6301 0.7594 -3.2094 -0.84 0.23 -0.16
C 0.5348 -3.6729 3.9594 1.10 -1.25 0.76
H -2.6868 -3.2141 2.8062 -0.04 0.14 0.22
O 4.8049 0.0091 0.6894 -0.13 0.75 1.18
H -2.3327 7.2593 -0.6593 0.16 0.22 -0.27
O -6.7096 3.5960 -2.5711 0.87 0.22 -0.04
O -0.6272 1.6673 -1.4418 -1.56 0.24 -0.36
C -0.5184 -2.9347 3.1203 1.30 -1.35 -0.51
C -5.6086 3.1787 -2.7612 -0.90 -0.20 -0.21
H -0.3378 -4.3993 5.7585 -0.78 0.66 0.19
C 0.4093 -3.6483 5.4789 -0.88 -1.33 -0.62
C -1.7980 -3.8092 3.0242 -0.33 0.55 0.62
H -0.7143 6.9872 -1.4668 -0.11 0.22 0.09
H 1.6309 2.3070 -1.6993 -0.20 0.32 -0.18
C 0.1924 -2.2403 5.9038 -0.07 -0.44 1.01
H -0.8341 0.0074 6.7383 -0.09 0.24 -0.07
O 2.7795 -0.5838 1.5053 0.88 0.02 0.00
H 1.4423 0.6931 -4.2834 -0.18 0.16 0.00
O 0.4085 0.0781 -0.0589 0.78 -2.35 -1.99
O -0.5819 -4.0410 -3.7460 0.41 -0.73 0.05
O 1.4454 6.9552 1.9363 0.01 -1.48 -0.83
O -2.1604 -4.3410 -5.3514 0.79 0.62 1.02
H -1.5049 0.6552 5.1775 -0.38 -0.16 0.37
O -1.9812 -0.1500 -0.5694 -3.20 -1.74 0.26
H -2.9217 3.2382 -3.9770 0.03 -0.10 0.03
O -4.4537 3.8741 -2.7700 -0.49 0.82 0.42
H -0.0179 -2.2908 6.9746 -0.28 0.58 0.01
H 0.3241 3.2070 -3.5385 -0.21 0.53 -0.55
O 5.0103 0.7127 -3.0012 -0.62 -0.04 0.12
H -2.5039 0.4905 -3.9958 0.21 0.44 0.19
H -0.5577 -3.7962 -1.6666 0.34 -0.33 -0.16
C -2.3445 -1.8361 5.5359 -0.09 -1.48 -1.21
C -3.5769 0.7080 -4.0113 1.33 -1.37 0.12
C -1.5942 6.5403 -1.0080 -0.38 -1.36 0.46
O -1.4664 -0.7534 2.9184 1.25 -1.07 1.54
H 4.6339 -2.3671 -1.8898 0.38 0.29 -0.26
C -0.4024 -3.2238 -2.5804 0.08 1.28 -1.30
```
Forces are in eV/Å.

**Spin multiplicity**: 2
**HOMO energy (spin up / spin down)**: -12.5 / -12.5 eV
**Net charge**: +1
**ΔE to the lowest compared entry with this formula, charge and spin**: 0.0 kcal per mole